{
  "formula": "C28H29N3O3",
  "method": "ωB97M-V/def2-TZVPD",
  "elements": ["C", "H", "O", "C", "C", "C", "C", "C", "C", "O", "C", "H", "H", "H", "H", "C", "N", "C", "C", "C", "C", "C", "C", "C", "C", "H", "C", "O", "N", "H", "C", "H", "H", "C", "N", "C", "H", "H", "H", "C", "H", "H", "H", "C", "C", "C", "C", "C", "C", "H", "H", "H", "H", "H", "H", "H", "H", "H", "H", "H", "H", "H", "H"],
  "xyz": [[7.75365, 1.75947, 0.43142], [7.54332, 1.70647, 1.50132], [6.61009, 2.12168, -0.30957], [5.50112, 1.33606, -0.34387], [4.49915, 1.81092, -1.18819], [3.29706, 1.15568, -1.34556], [3.05759, -0.02334, -0.64796], [4.05970, -0.51220, 0.19111], [5.27003, 0.13694, 0.36126], [6.25695, -0.33541, 1.19157], [6.04555, -1.55626, 1.85670], [5.19902, -1.49800, 2.54808], [6.95942, -1.73894, 2.42075], [5.88353, -2.37680, 1.15114], [3.84714, -1.43245, 0.70819], [1.81400, -0.78992, -0.76556], [1.84644, -2.03822, -0.35346], [0.74933, -2.80518, -0.45557], [0.82813, -4.14294, -0.01190], [-0.25607, -4.96811, -0.11175], [-1.45987, -4.49921, -0.66062], [-1.57233, -3.20660, -1.09373], [-0.47739, -2.32792, -0.99816], [-0.51233, -0.96394, -1.38991], [0.62715, -0.20885, -1.27488], [0.62352, 0.82798, -1.57449], [-1.77006, -0.35313, -1.92275], [-2.45360, -0.85676, -2.79275], [-2.06602, 0.83435, -1.34496], [-1.49004, 1.16492, -0.58818], [-3.28551, 1.55058, -1.62640], [-3.81817, 0.96010, -2.37460], [-3.04836, 2.52330, -2.07298], [-4.18070, 1.78246, -0.37723], [-3.88474, 3.00785, 0.35116], [-2.49808, 3.18712, 0.72374], [-2.12371, 2.27782, 1.19134], [-2.43982, 3.99293, 1.45698], [-1.84845, 3.45890, -0.12313], [-4.42718, 4.20064, -0.25780], [-3.94279, 4.47241, -1.20884], [-5.49241, 4.06442, -0.43692], [-4.29895, 5.03212, 0.43504], [-4.18516, 0.58173, 0.55147], [-4.24537, -0.70852, 0.03583], [-4.25012, -1.80470, 0.88015], [-4.20822, -1.63022, 2.25229], [-4.18743, -0.34905, 2.77449], [-4.18130, 0.74778, 1.93077], [-4.18756, 1.74567, 2.33987], [-4.17941, -0.20043, 3.84466], [-4.20607, -2.48726, 2.90948], [-4.29013, -2.80035, 0.46392], [-4.29781, -0.86694, -1.02996], [-5.20722, 1.89995, -0.74923], [-2.48944, -2.84902, -1.53329], [-2.30097, -5.17211, -0.74134], [-0.19259, -5.99233, 0.22642], [1.76615, -4.48434, 0.39762], [2.57044, 1.55715, -2.03371], [4.70501, 2.72295, -1.72616], [8.16605, 0.80541, 0.09716], [8.47580, 2.55369, 0.24146]],
  "orbital_gap_ev": 7.79,
  "energy_ha": -1474.36039,
  "smiles": "COc1ccc(-c2cc(C(=O)NC[C@@H](c3ccccc3)N(C)C)c3ccccc3n2)cc1OC",
  "e_homo_ev": -7.815
}

{
  "formula": "C28H29N3O4",
  "method": "ωB97M-V/def2-TZVPD",
  "elements": ["C", "N", "C", "H", "H", "H", "C", "H", "H", "C", "C", "N", "C", "O", "C", "O", "C", "C", "C", "C", "C", "C", "C", "C", "H", "H", "O", "C", "C", "C", "C", "C", "C", "C", "H", "H", "H", "H", "H", "H", "H", "H", "H", "O", "H", "C", "C", "C", "N", "C", "C", "C", "H", "H", "H", "H", "H", "H", "H", "H", "H", "H", "H", "H"],
  "xyz": [[7.81089, 3.05777, 1.77347], [6.38453, 2.87801, 1.94982], [6.03393, 2.90210, 3.35407], [6.40248, 3.82687, 3.79502], [6.46192, 2.05293, 3.91215], [4.95212, 2.88197, 3.46352], [5.91328, 1.67727, 1.28076], [6.19619, 0.76269, 1.83505], [6.39632, 1.63563, 0.30148], [4.40074, 1.69739, 1.06385], [3.96938, 0.53851, 0.16406], [2.56943, 0.59306, -0.17255], [2.12236, 0.75965, -1.43895], [2.81771, 0.90289, -2.41919], [0.59475, 0.71728, -1.38425], [-0.13837, 0.85683, -2.33816], [0.25811, 0.51406, 0.01509], [-0.96490, 0.54074, 0.59991], [-2.23307, 0.59802, -0.12687], [-2.47607, -0.21179, -1.23271], [-3.68006, -0.15146, -1.90386], [-4.67163, 0.73489, -1.48739], [-4.44102, 1.53287, -0.36275], [-3.24480, 1.45780, 0.31130], [-3.07563, 2.11016, 1.15813], [-5.21627, 2.21300, -0.04715], [-5.87438, 0.89971, -2.08471], [-6.14692, 0.19794, -3.28199], [-6.31248, -1.29198, -3.10054], [-6.01167, -2.16053, -4.14189], [-6.18073, -3.52429, -3.98368], [-6.64467, -4.03230, -2.78183], [-6.94444, -3.17089, -1.74066], [-6.78346, -1.80608, -1.90026], [-7.01981, -1.13088, -1.09075], [-7.30788, -3.56169, -0.80173], [-6.77142, -5.09736, -2.65767], [-5.94466, -4.19202, -4.79880], [-5.64357, -1.76585, -5.07843], [-7.09140, 0.62904, -3.63423], [-5.37319, 0.40864, -4.03193], [-3.83909, -0.80243, -2.74771], [-1.72242, -0.90887, -1.55883], [-1.02153, 0.54049, 1.95310], [-1.94459, 0.55156, 2.24213], [1.53416, 0.41018, 0.81860], [1.63292, -0.93400, 1.49879], [1.72617, -2.10188, 0.74587], [1.80105, -3.30709, 1.27657], [1.78318, -3.41424, 2.59449], [1.69196, -2.32188, 3.44327], [1.61683, -1.05797, 2.88101], [1.53898, -0.17847, 3.50439], [1.68163, -2.45465, 4.51408], [1.84602, -4.42277, 2.98110], [1.74426, -2.06027, -0.33627], [1.57979, 1.20169, 1.58016], [4.18916, -0.41753, 0.65513], [4.50836, 0.57990, -0.78626], [4.12768, 2.64449, 0.59676], [3.88341, 1.62182, 2.02125], [8.03773, 3.11341, 0.71011], [8.10949, 3.99570, 2.23930], [8.40323, 2.24223, 2.21817]],
  "orbital_gap_ev": 8.34,
  "energy_ha": -1549.59291,
  "smiles": "CN(C)CCCN1C(=O)C(=O)/C(=C(/O)c2ccc(OCc3ccccc3)cc2)[C@H]1c1cccnc1",
  "e_homo_ev": -8.568
}

E_LUMO values, unit eV, following the record order: -0.028; -0.231.